(1)
Density functional theory data (ωB97M-V with the def2-TZVPD basis set) for C21H23N3S in the gas phase.

Values from the calculation:
E_tot	-1376.4813	Ha
SMILES	CN1CCN(C(=S)c2cn(Cc3ccccc3)c3ccccc23)CC1

XYZ file:
```
48
C21H23N3S (ωB97M-V with the def2-TZVPD basis set)
C 5.252 2.270 2.365
N 4.269 1.344 2.877
C 3.894 0.291 1.944
C 2.560 0.567 1.244
N 1.512 0.607 2.240
C 0.318 0.002 2.104
S -0.678 -0.201 3.414
C -0.128 -0.425 0.792
C -0.018 0.257 -0.397
N -0.635 -0.421 -1.402
C -0.799 0.031 -2.756
C -2.250 0.260 -3.112
C -2.706 -0.014 -4.394
C -4.032 0.199 -4.727
C -4.916 0.683 -3.778
C -4.468 0.957 -2.497
C -3.141 0.750 -2.166
C -1.171 -1.572 -0.885
C -1.887 -2.585 -1.511
C -2.303 -3.643 -0.733
C -2.014 -3.699 0.633
C -1.306 -2.698 1.259
C -0.882 -1.612 0.498
C 1.917 1.103 3.541
C 3.103 2.041 3.401
H 5.523 2.962 3.161
H 4.893 2.857 1.504
H 6.144 1.720 2.069
H 4.681 0.166 1.199
H 3.805 -0.649 2.502
H 2.343 -0.221 0.519
H 2.618 1.523 0.707
H 0.430 1.215 -0.588
H -0.367 -0.708 -3.443
H -0.240 0.966 -2.872
H -2.019 -0.398 -5.136
H -4.376 -0.018 -5.728
H -5.952 0.843 -4.035
H -5.153 1.332 -1.752
H -2.799 0.962 -1.163
H -2.115 -2.541 -2.565
H -2.865 -4.447 -1.186
H -2.359 -4.547 1.206
H -1.094 -2.738 2.316
H 2.169 0.267 4.205
H 1.066 1.628 3.986
H 2.813 2.889 2.756
H 3.362 2.446 4.384
```

(2)
Density functional theory data (ωB97M-V with the def2-TZVPD basis set) for C5H10O2 in the gas phase.

Values from the calculation:
E_tot	-346.8498	Ha

XYZ file:
```
17
C5H10O2 (ωB97M-V with the def2-TZVPD basis set)
C -1.910 -1.130 -1.013
O -0.620 -0.780 -0.574
C -0.539 0.579 -0.234
C 0.421 0.461 2.556
O 0.906 1.267 1.663
C 0.876 0.956 0.222
C 1.938 -0.090 -0.060
H -2.639 -1.087 -0.190
H -2.254 -0.460 -1.816
H -1.860 -2.150 -1.398
H -0.821 1.196 -1.104
H -0.003 -0.426 1.996
H -1.254 0.821 0.571
H 1.155 1.910 -0.233
H 1.969 -0.337 -1.125
H 2.918 0.283 0.251
H 1.717 -1.012 0.486
```

Results for HOMO: -0.2817 -0.3080 (in Eh, following the order of the records).
Results for lowest unoccupied orbital energy: 0.5 0.8 (in eV, following the order of the records).
Results for energy relative to the best compared isomer or geometry (same formula, charge and spin): 37.6 110.2 (in kcal per mole, following the order of the records).